Record 1
This record from the OMol25 dataset describes a molecular structure, C38H53Br2F5IN3O20PS. The level of theory is ωB97M-V with the def2-TZVPD basis set.

Computed properties:
- F_max: 2.7 eV Å⁻¹
- E: -9833.20186 a.u.

Geometry as ORCA input:
```
! RIJCOSX wB97M-V def2-TZVPD def2/J DEFGRID3
* xyz 1 1
C -1.57624 -5.18291 -1.34123
C -1.25445 -4.31891 -0.57314
C -0.70647 -3.54672 0.54547
N 0.41159 -2.61488 0.16446
C 0.30062 -1.87516 -0.99907
N -0.68828 -1.12760 -1.38057
C -1.91591 -0.95814 -0.57781
C -1.70307 -0.36449 0.81208
C -3.00674 -0.59583 1.61969
C -3.00233 0.14917 2.94558
F -1.88907 -0.21172 3.62392
F -4.10757 -0.19826 3.63029
C -3.01503 1.69739 2.73817
F -1.78087 2.21182 2.68551
F -3.62785 2.03090 1.60359
F -3.64778 2.27191 3.76371
C -0.66002 -0.36203 -2.63148
Br -0.61862 1.51391 -2.03906
C -1.88568 -0.69144 -3.55857
C -1.35084 -0.77910 -4.99555
Br -3.12002 0.84205 -3.57497
N 1.47624 -1.95625 -1.75776
C 2.28148 -0.70328 -1.46063
C 2.78432 0.01302 -2.73031
O 2.74739 1.43059 -2.56974
C 3.73361 1.92006 -1.76439
O 4.89958 1.77266 -1.96241
C 2.27547 -3.13647 -1.31221
P 1.96772 -4.33911 -2.68750
S 3.01548 -5.96719 -2.58492
C 1.61266 -3.45909 0.04466
C 2.62391 -3.36661 1.23450
I 2.59017 -5.15552 2.41542
C 2.52520 -2.08547 2.06721
C 1.34215 -2.00433 3.05276
H -2.00275 -5.94836 -1.94982
H -0.34137 -4.17933 1.35499
H -1.50013 -2.94393 0.98947
H -2.38153 -1.94164 -0.47772
H -2.64015 -0.32925 -1.09239
H -0.90733 -0.84550 1.37997
H -1.46042 0.69646 0.74161
H -3.07208 -1.67378 1.79427
H -3.87315 -0.34333 1.00583
H 0.25810 -0.48751 -3.18632
H -2.44045 -1.57653 -3.25415
H -0.45549 -1.39904 -5.07552
H -1.10461 0.23763 -5.31248
H -2.15959 -1.10841 -5.63782
H 3.13232 -0.89326 -0.80459
H 1.63771 0.00015 -0.92172
H 2.16996 -0.22135 -3.59926
H 3.80208 -0.31208 -2.96546
H 3.38780 2.50404 -0.89788
H 3.35297 -2.99984 -1.36372
H 2.33736 -3.58211 -3.81994
H 0.58771 -4.57687 -2.81426
H 1.41563 -4.53440 -0.01696
H 3.60923 -3.35419 0.76952
H 3.44880 -1.96483 2.63471
H 2.46122 -1.20578 1.41625
H 1.69559 -1.50831 3.96040
H 0.95570 -2.97600 3.36381
H 0.50754 -1.40387 2.69105
C 0.63069 4.84452 5.07158
C 0.42397 3.50041 4.40770
O 1.71595 3.22633 3.85839
C 2.63447 3.93408 4.57472
O 3.80804 3.79598 4.47392
O 2.02366 4.80943 5.40631
H 0.02177 4.97773 5.96210
H 0.45343 5.67469 4.39522
H 0.16925 2.71527 5.12321
H -0.32666 3.52507 3.62737
C 2.48729 1.62818 -6.99458
C 3.73944 0.93091 -7.48271
O 3.63132 -0.35946 -6.86363
C 2.32903 -0.58631 -6.60245
O 1.87401 -1.62950 -6.24562
O 1.59003 0.52808 -6.79472
H 2.07953 2.33356 -7.71320
H 2.63707 2.13810 -6.04105
H 3.75326 0.79993 -8.56537
H 4.65365 1.43017 -7.17417
C 1.00077 -5.56185 7.24111
C -0.46780 -5.88579 7.40710
O -1.04826 -5.26542 6.25339
C -0.08778 -5.15486 5.31106
O -0.28478 -4.83683 4.18023
O 1.12879 -5.45456 5.81809
H 1.65616 -6.33654 7.62954
H 1.27343 -4.60613 7.69139
H -0.66817 -6.95749 7.36812
H -0.89459 -5.47839 8.31946
C -2.80418 7.56748 4.94096
C -2.84378 8.94534 4.31835
O -1.45438 9.27617 4.21926
C -0.74870 8.12991 4.19717
O 0.41350 8.05376 3.95213
O -1.53988 7.06092 4.48500
H -3.61761 6.92749 4.60958
H -2.79624 7.59800 6.03123
H -3.27581 8.94030 3.31634
H -3.37069 9.67423 4.92757
C -3.40788 -5.01589 -7.25690
C -2.22553 -4.38365 -6.55364
O -2.83061 -3.27322 -5.88132
C -4.14949 -3.55543 -5.70917
O -4.88303 -2.91063 -5.03458
O -4.49932 -4.66225 -6.40038
H -3.32350 -6.09556 -7.34633
H -3.58421 -4.58947 -8.24548
H -1.77623 -5.04480 -5.80984
H -1.45258 -4.04483 -7.23892
C 0.82012 6.57131 0.31398
C 0.45111 5.75419 1.53112
O -0.28414 4.66312 0.95190
C 0.10780 4.53828 -0.32743
O -0.18282 3.61193 -1.02828
O 0.87464 5.56849 -0.71475
H 1.77602 7.07685 0.41277
H 0.05636 7.30383 0.05004
H 1.32398 5.35323 2.04897
H -0.16126 6.29987 2.24055
*
```


Record 2
This record from the OMol25 dataset describes 2 unconnected molecules or ions with the total composition C5H10N2O. The level of theory is ωB97M-V with the def2-TZVPD basis set.

Computed properties:
- F_max: 5.2 eV Å⁻¹
- E: -381.04089 a.u.
- Energy above the lowest of the compared OMol25 structures with the same formula, charge and spin: 6.654 eV

Geometry as ORCA input:
```
! RIJCOSX wB97M-V def2-TZVPD def2/J DEFGRID3
* xyz 0 1
C 1.94648 0.05944 -1.97083
C 1.80412 -0.82169 -0.99877
C 1.76386 -0.82428 0.33854
O 2.48956 -1.17355 1.23215
H 2.05971 -0.24938 -3.00462
H 1.85323 1.10924 -1.68755
C -1.10782 1.40674 0.40066
N -0.36955 0.14081 0.51589
C -1.09028 -1.06393 -0.51999
N -0.34888 -0.23636 1.88311
H -1.32187 1.68706 -0.62869
H -2.10677 1.27803 0.84187
H -0.71018 2.22819 0.99988
H -1.44586 -1.77439 0.22363
H -0.58226 -1.39918 -1.41479
H -1.95070 -0.56132 -0.95310
H -1.22706 -0.15493 2.39044
H 0.34428 0.34949 2.35217
*
```


Record 3
This record from the OMol25 dataset describes 2 unconnected molecules or ions with the total composition C7H12N3S. The level of theory is ωB97M-V with the def2-TZVPD basis set.

Computed properties:
- F_max: 3.5 eV Å⁻¹
- E: -835.94190 a.u.
- ⟨S²⟩: 2.0116
- Energy above the lowest of the compared OMol25 structures with the same formula, charge and spin: 0.621 eV

Geometry as ORCA input:
```
! RIJCOSX wB97M-V def2-TZVPD def2/J DEFGRID3
* xyz 1 3
C -2.08888 -1.04643 0.03825
C -0.77012 -0.93551 0.11169
C -1.56921 1.09732 -0.04064
C 0.81102 0.96717 0.03181
C -3.98183 0.69857 0.07237
C 3.10933 -0.35795 -1.20001
C 2.79695 -0.68773 1.08843
N -2.59040 0.27717 0.05848
N -0.43290 0.39405 0.09365
N 2.22365 -0.64107 -0.20411
S 1.32950 2.44801 -0.12392
H -2.71533 -1.88021 0.25732
H -0.03247 -1.64006 -0.13059
H -1.68509 2.11616 0.13990
H -4.36361 0.53028 1.03496
H -4.06116 1.71944 -0.24786
H -4.57016 0.00950 -0.63789
H 3.04316 0.66823 -1.69223
H 4.07607 -0.42876 -0.82612
H 2.90162 -1.12889 -2.00163
H 3.27491 -1.66489 1.23464
H 3.47290 0.15557 1.18749
H 1.82203 -0.66998 1.75596
*
```


Record 4
This record from the OMol25 dataset describes a molecular structure, C4F12O12S4Sn. The level of theory is ωB97M-V with the def2-TZVPD basis set.

Computed properties:
- F_max: 4.7 eV Å⁻¹
- E: -4060.72671 a.u.
- ⟨S²⟩: 0.7671

Geometry as ORCA input:
```
! RIJCOSX wB97M-V def2-TZVPD def2/J DEFGRID3
* xyz -1 2
Sn 0.64595 -1.10875 0.66459
C 0.22604 -0.37967 -4.40811
F 0.89132 0.18613 -5.45653
F -0.53325 0.54515 -3.86526
F -0.54714 -1.34327 -4.93997
S 1.41449 -1.08351 -3.03473
O 0.59643 -1.86686 -2.11667
O 2.35942 -1.91934 -3.77143
O 2.00070 0.07635 -2.38759
C -3.56673 -1.80424 3.50132
F -4.02764 -1.68134 2.22728
F -4.07782 -0.84628 4.35781
F -3.97778 -3.00791 3.86875
S -1.62703 -1.76143 3.55626
O -1.31179 -1.98676 4.99988
O -1.18514 -2.80351 2.66994
O -1.15981 -0.50710 2.93219
C -3.50386 1.51986 1.12717
F -3.88191 2.76621 0.79989
F -2.83076 1.47304 2.30633
F -4.58688 0.83345 1.37854
S -2.34345 0.76359 -0.21756
O -3.01905 1.07680 -1.50587
O -0.99604 1.43940 -0.20909
O -2.15179 -0.68641 0.02061
C 5.41374 1.28151 -0.74540
F 5.94378 0.28425 -0.07784
F 6.31409 2.26127 -0.82945
F 5.17156 0.90749 -1.96256
S 3.85522 1.77829 0.10765
O 3.07621 0.53738 0.32652
O 4.25979 2.33318 1.43136
O 3.15925 2.72316 -0.74817
*
```


Record 5
This record from the OMol25 dataset describes C5H10O in the gas phase. The level of theory is ωB97M-V with the def2-TZVPD basis set.

Computed properties:
- F_max: 4.2 eV Å⁻¹
- E: -271.62687 a.u.
- Energy above the lowest of the compared OMol25 structures with the same formula, charge and spin: 3.422 eV

Geometry as ORCA input:
```
! RIJCOSX wB97M-V def2-TZVPD def2/J DEFGRID3
* xyz 0 1
C -0.50703 0.43716 -1.85491
C -0.72289 -0.26554 -0.14166
C 0.49056 -1.11417 0.25403
C 1.25917 -0.39995 1.36388
O 0.72417 0.91442 1.34785
C -0.61080 0.86757 0.87048
H -0.19235 -0.27097 -2.66291
H -1.49644 0.81188 -2.13567
H 0.20700 1.29134 -1.92248
H -1.65651 -0.79632 -0.24391
H 0.51621 -2.20879 0.19780
H 0.62516 -0.57578 -0.73590
H 2.33167 -0.32187 1.14156
H 1.18522 -0.85017 2.37185
H -1.31109 0.70715 1.70146
H -0.81516 1.82543 0.39862
*
```


Record 6
This record from the OMol25 dataset describes a molecular structure, C38H40N8O5RhS4. The level of theory is ωB97M-V with the def2-TZVPD basis set.

Computed properties:
- F_max: 0.4 eV Å⁻¹
- E: -3989.35678 a.u.
- Energy above the lowest of the compared OMol25 structures with the same formula, charge and spin: 1.050 eV

Geometry as ORCA input:
```
! RIJCOSX wB97M-V def2-TZVPD def2/J DEFGRID3
* xyz 1 1
Rh -1.28617 -1.62200 0.50894
N 1.92550 3.15123 6.00797
C 1.04187 2.31686 5.39037
C 1.02705 2.21183 3.98869
C 0.14055 1.36658 3.36386
C -0.75421 0.62038 4.12619
C -0.75457 0.70778 5.51046
C 0.13879 1.55071 6.13913
S -1.84916 -0.46448 3.33169
O -0.93195 -1.26683 2.41298
O -2.49854 -1.31641 4.28201
N -2.79984 0.44161 2.48706
C -3.60083 -0.06762 1.54913
N -3.25498 -1.16008 0.79488
C -4.23673 -1.79869 0.12547
C -5.50731 -1.30951 0.06614
C -5.68117 -0.02888 0.61214
N -4.76523 0.57445 1.32631
H 2.58438 3.68846 5.47786
H 1.95823 3.21894 7.00730
H 1.71860 2.80235 3.39925
H 0.13116 1.28300 2.28362
H -1.45189 0.11274 6.08434
H 0.14440 1.62218 7.21936
H -3.94807 -2.70537 -0.39019
H -6.29563 -1.83200 -0.45249
H -6.60251 0.52089 0.44942
O -0.72637 0.17921 0.07092
C -1.03840 1.08035 -0.98695
C -2.45848 1.08869 -1.56094
C -3.18575 0.08131 -2.12856
C -4.35309 0.52736 -2.79826
C -4.47985 1.88213 -2.76165
S -3.20554 2.60878 -1.90056
C -0.71126 2.41902 -0.33456
C 0.35710 3.23647 -0.57511
C 0.40183 4.35809 0.29228
C -0.63007 4.35750 1.18241
S -1.65336 3.01109 0.98331
C -0.08762 0.83444 -2.15712
C 0.95152 -0.04485 -2.20617
C 1.67343 0.00771 -3.43347
C 1.16101 0.92905 -4.29239
S -0.20383 1.72305 -3.63029
H -2.90691 -0.95743 -2.08499
H -5.06598 -0.13085 -3.27472
H -5.27052 2.48765 -3.17472
H 1.07580 3.05644 -1.36046
H 1.15434 5.13146 0.24573
H -0.84880 5.08870 1.94443
H 1.20374 -0.69080 -1.38031
H 2.53883 -0.60132 -3.65659
H 1.51275 1.18971 -5.27815
N -1.52367 -2.35426 -1.39032
C -1.14069 -2.41646 -2.48586
N -0.77780 -2.46321 -3.72503
C -1.31520 -1.47313 -4.68461
C -2.29513 -2.18026 -5.60165
O -1.67854 -3.29436 -6.22123
C -1.26972 -4.26302 -5.27873
C -0.22542 -3.68458 -4.33588
H -0.46738 -1.08348 -5.24802
H -1.77338 -0.65277 -4.13226
H -2.61827 -1.51127 -6.39695
H -3.17818 -2.50516 -5.03460
H -0.85270 -5.09873 -5.83777
H -2.13377 -4.62038 -4.70218
H 0.66917 -3.39778 -4.89050
H 0.04872 -4.38916 -3.55230
C 3.23968 1.80323 -0.08029
C 4.09091 0.55910 0.10822
N 4.29397 0.21876 1.51136
C 5.13933 1.10628 2.31404
C 4.33639 1.92161 3.31697
C 3.86555 -0.91457 2.10721
O 4.18514 -1.24446 3.23623
C 2.89345 -1.80182 1.36899
C 3.20094 -3.14263 1.18626
C 2.25087 -3.98767 0.63633
C 1.00921 -3.47102 0.32429
N 0.70800 -2.18285 0.52026
C 1.62888 -1.35821 1.02594
H 3.07749 1.99182 -1.14257
H 3.72161 2.68206 0.35066
H 2.26548 1.68250 0.39605
H 5.07513 0.70197 -0.34723
H 3.63634 -0.29112 -0.39875
H 5.67131 1.75717 1.61948
H 5.87585 0.49523 2.83570
H 3.60023 2.54874 2.81066
H 5.00177 2.56740 3.89086
H 3.81804 1.25932 4.01030
H 4.16801 -3.51531 1.49804
H 2.45303 -5.03701 0.47779
H 0.22286 -4.09679 -0.07985
H 1.30624 -0.33484 1.17588
*
```


- Among the records above, which one has the lowest F_max?
  C38H40N8O5RhS4


Please write out number 4 again, unchanged.
This record from the OMol25 dataset describes a molecular structure, C4F12O12S4Sn. The level of theory is ωB97M-V with the def2-TZVPD basis set.

Computed properties:
- F_max: 4.7 eV Å⁻¹
- E: -4060.72671 a.u.
- ⟨S²⟩: 0.7671

Geometry as ORCA input:
```
! RIJCOSX wB97M-V def2-TZVPD def2/J DEFGRID3
* xyz -1 2
Sn 0.64595 -1.10875 0.66459
C 0.22604 -0.37967 -4.40811
F 0.89132 0.18613 -5.45653
F -0.53325 0.54515 -3.86526
F -0.54714 -1.34327 -4.93997
S 1.41449 -1.08351 -3.03473
O 0.59643 -1.86686 -2.11667
O 2.35942 -1.91934 -3.77143
O 2.00070 0.07635 -2.38759
C -3.56673 -1.80424 3.50132
F -4.02764 -1.68134 2.22728
F -4.07782 -0.84628 4.35781
F -3.97778 -3.00791 3.86875
S -1.62703 -1.76143 3.55626
O -1.31179 -1.98676 4.99988
O -1.18514 -2.80351 2.66994
O -1.15981 -0.50710 2.93219
C -3.50386 1.51986 1.12717
F -3.88191 2.76621 0.79989
F -2.83076 1.47304 2.30633
F -4.58688 0.83345 1.37854
S -2.34345 0.76359 -0.21756
O -3.01905 1.07680 -1.50587
O -0.99604 1.43940 -0.20909
O -2.15179 -0.68641 0.02061
C 5.41374 1.28151 -0.74540
F 5.94378 0.28425 -0.07784
F 6.31409 2.26127 -0.82945
F 5.17156 0.90749 -1.96256
S 3.85522 1.77829 0.10765
O 3.07621 0.53738 0.32652
O 4.25979 2.33318 1.43136
O 3.15925 2.72316 -0.74817
*
```